17
Properties=species:S:1:pos:R:3:forces:R:3 method="wB97M-V/def2-TZVPD" molar_mass_g_mol=113.136 total_charge=-1 orbital_gap_ha=0.141 homo_ha=-0.1026 energy_ev=-10456.4615 relative_energy_ev=7.556 lumo_ev=1.0
O 1.2345 -3.0047 2.2191 -0.005 0.816 -0.577
O 1.1335 -0.7048 2.2304 -0.244 -2.164 -1.738
C 0.0653 0.2210 -1.0140 1.352 1.388 2.291
C -0.6129 -1.0680 -0.3690 1.044 -0.262 1.478
C -1.4229 2.2566 -1.1463 1.909 -2.382 0.143
C 0.2223 -2.0504 0.4873 -1.523 0.646 -4.530
C 0.9711 -1.8693 1.6905 0.523 1.499 3.917
C -0.9180 1.1250 -1.7360 -1.302 1.533 -0.313
H 1.0476 -0.0730 -1.4747 -1.349 0.278 -0.138
H -1.2352 -1.5075 -1.1370 0.322 -0.720 -0.315
H 1.3195 1.7338 0.9042 0.699 0.348 0.256
H -1.3476 -0.6809 0.3185 -0.312 0.686 0.666
H 0.3812 1.0533 -0.2276 -0.210 -2.281 -0.987
H -2.0284 3.0330 -1.5751 -0.289 -0.103 -0.524
H 0.2920 -3.0836 0.0668 0.059 0.909 0.425
H -1.0693 2.4922 -0.1166 -0.329 -0.076 -0.155
H 1.9674 2.1271 0.8795 -0.345 -0.115 0.099

27
Properties=species:S:1:pos:R:3:forces:R:3 method="wB97M-V/def2-TZVPD" molar_mass_g_mol=132.231 total_charge=+1 orbital_gap_ha=0.408 homo_ha=-0.5193 energy_ev=-10978.7810 relative_energy_ev=0.485 lumo_ev=-3.0
N 1.8944 -2.0925 -0.6459 -0.682 -0.236 0.083
N -0.0242 -0.8098 -0.4291 -0.474 0.007 0.297
N 0.2683 -2.1377 -2.2932 0.253 0.052 -0.177
C 0.9496 1.9536 2.6903 0.186 -0.501 0.126
C 0.2454 3.7974 1.0613 -0.571 -0.190 -0.755
C 0.6865 -1.6814 -1.1120 0.445 0.018 0.005
C -1.4052 -0.3722 -0.7837 1.079 -0.015 0.011
C -2.4374 -1.4314 -0.4415 -0.971 -0.250 -0.032
C -0.0604 2.3988 1.6370 0.297 0.561 0.199
H -1.3842 -0.1236 -1.8400 -0.108 0.031 -0.185
H 0.2577 -0.6512 0.5288 0.045 0.177 -0.090
H -1.0607 2.4204 2.0797 0.068 -0.252 -0.122
H -0.6801 4.3559 0.9495 -0.086 0.222 0.220
H 2.0430 -2.0013 0.3492 0.147 0.099 -0.065
H 2.2306 -2.9711 -1.0125 0.152 0.075 -0.038
H -3.1859 -1.5741 -1.2316 0.405 0.077 -0.084
H -0.0511 1.6947 0.8039 -0.136 -0.110 0.008
H 0.7512 2.3730 3.6752 -0.063 0.214 -0.062
H 0.9486 0.8652 2.8388 -0.090 0.086 -0.041
H -0.4629 -1.6514 -2.7866 -0.071 -0.115 0.062
H 0.6097 3.7399 0.0257 0.327 -0.067 0.385
H -3.0561 -1.1686 0.4129 0.285 0.101 0.294
H -1.4933 0.5878 -0.2742 -0.439 -0.217 0.046
H 0.9395 -2.6220 -2.8696 -0.113 -0.009 -0.049
H 0.9328 4.3856 1.6576 0.112 -0.017 0.135
H -1.9872 -2.4087 -0.2412 0.009 0.204 -0.077
H 1.9705 2.2259 2.4205 -0.005 0.054 -0.093

13
Properties=species:S:1:pos:R:3:forces:R:3 method="wB97M-V/def2-TZVPD" molar_mass_g_mol=68.119 total_charge=0 orbital_gap_ha=0.399 homo_ha=-0.3505 energy_ev=-5312.9818 relative_energy_ev=1.185 smiles="C=CC1CC1" lumo_ev=1.3
C 1.4571 -0.4364 -0.5069 0.233 0.001 1.453
C 0.3639 -0.3674 0.5609 0.503 0.671 0.002
C -1.0574 -0.5866 0.1266 0.286 -0.558 -0.367
C -1.9177 0.3699 -0.1893 -0.504 0.896 0.573
C 1.0832 0.9068 0.0921 -0.483 0.063 -0.279
H 0.4436 1.5179 -0.5694 0.633 -0.183 0.493
H -1.3541 -1.6398 -0.0381 0.140 0.564 0.309
H 1.1701 -0.7002 -1.5007 -0.299 0.154 -0.504
H 1.7830 1.4973 0.7379 -0.745 -0.932 -0.626
H -2.9634 0.1705 -0.4578 0.600 -0.079 -0.098
H 2.4039 -0.8874 -0.2142 -0.174 0.168 0.038
H 0.6116 -0.7181 1.5811 -0.085 0.063 -0.799
H -1.6696 1.4419 -0.0396 -0.103 -0.829 -0.195